No. 1
A structure of composition C2HN6O6 in a non-equilibrium geometry. Source: the Open Molecules 2025 dataset; level of theory: the ωB97M-V functional and the def2-TZVPD basis.

Structure (XYZ):
```
15
Properties=species:S:1:pos:R:3:forces:R:3:mulliken_charge:R:1
C 0.39771 0.70843 0.45270 0.067 -1.739 -0.131 -0.466
C -0.66300 -0.33944 0.11994 0.955 0.029 0.579 1.473
N 0.06082 0.55353 1.78302 -0.029 0.419 0.012 -0.375
N -0.73703 -0.43608 1.58744 -0.318 0.118 0.235 -0.528
N 1.88726 -0.83264 0.45355 -0.095 0.286 0.855 -0.181
N -0.21835 -1.60440 -0.58556 -0.279 -0.743 -2.055 0.055
N 1.03740 1.73543 -0.23519 -0.194 0.420 -0.010 0.983
N -1.85231 0.18501 -0.53749 -0.729 0.332 -0.203 0.996
O -1.01836 -2.52118 -0.59571 -0.050 0.967 0.510 -0.533
O 1.47382 2.67977 0.40345 0.193 0.220 0.231 -0.658
O -1.73170 0.48849 -1.70795 0.051 -0.138 0.034 -0.560
O 1.14256 1.61327 -1.44922 0.070 -0.081 -0.229 -0.581
O -2.87100 0.28516 0.11457 0.007 -0.061 -0.038 -0.613
O 1.11268 -1.75899 0.77450 1.103 0.058 0.563 -0.298
H 1.97950 -0.75635 -0.57805 -0.752 -0.085 -0.353 0.286
```
Positions in Å, forces in eV/Å.

Calculated values
- Molecular weight: 205.07 g mol⁻¹
- Energy above the lowest of the compared OMol25 structures with the same formula, charge and spin: 70.6 kcal per mole
- Multiplicity: 1
- Charge: -1
- HOMO: -0.188 Ha
- E_LUMO: 2.76 eV
- Frontier orbital gap: 7.9 eV



No. 2
A cluster of 2 separate species, C2HNO3 in total in a non-equilibrium geometry. Source: the Open Molecules 2025 dataset; level of theory: the ωB97M-V functional and the def2-TZVPD basis.

Structure (XYZ):
```
7
Properties=species:S:1:pos:R:3:forces:R:3:mulliken_charge:R:1
C 0.80357 -1.42238 0.13892 -0.029 -0.166 -1.000 -0.103
N 0.37539 -0.84939 -0.76426 0.279 -0.318 0.777 0.339
O -0.13821 -0.09873 -1.56405 0.240 -0.495 -0.243 -0.599
H 1.15226 -1.84151 1.05051 0.064 -0.142 -0.098 0.383
O -1.24429 2.14232 -0.34979 0.267 -0.423 0.324 -0.389
C -0.72328 1.36492 0.33972 -0.298 0.695 0.547 0.814
O -0.23255 0.67192 1.14409 -0.523 0.850 -0.306 -0.445
```
Positions in Å, forces in eV/Å.

Calculated values
- Molecular weight: 87.03 g mol⁻¹
- Energy above the lowest of the compared OMol25 structures with the same formula, charge and spin: 53.6 kcal per mole
- Multiplicity: 1
- HOMO: -0.380 Ha
- E_LUMO: 0.64 eV
- Structure (SMILES): C#[N+][O-].O=C=O
- Frontier orbital gap: 11.0 eV



No. 3
A cluster of 2 separate species, C2HNO4 in total in a non-equilibrium geometry. Source: the Open Molecules 2025 dataset; level of theory: the ωB97M-V functional and the def2-TZVPD basis.

Structure (XYZ):
```
8
Properties=species:S:1:pos:R:3:forces:R:3:mulliken_charge:R:1
C 1.44965 0.78524 -0.03452 1.108 2.667 -2.136 0.758
C 0.82325 -0.44004 -0.07206 -0.689 0.847 0.546 -0.301
N -1.74570 -0.21039 -0.02875 -0.106 -0.372 -0.319 0.665
O -2.23871 -1.12162 0.56082 0.247 0.158 0.153 -0.388
O 1.89067 1.83007 -0.40817 -0.550 -1.219 0.283 -0.482
O -2.15892 0.47492 -0.90464 0.124 0.211 0.087 -0.381
O 1.34465 0.13344 1.11938 -0.146 -0.999 1.835 -0.296
H 0.63510 -1.45162 -0.23206 0.011 -1.294 -0.449 0.425
```
Positions in Å, forces in eV/Å.

Calculated values
- Molecular weight: 103.03 g mol⁻¹
- Energy above the lowest of the compared OMol25 structures with the same formula, charge and spin: 144.9 kcal per mole
- Multiplicity: 1
- HOMO (alpha / beta): -0.396 / -0.356 Ha
- E_LUMO (alpha / beta): -1.10 / -2.02 eV
- Frontier orbital gap (alpha / beta): 9.7 / 7.7 eV



Which value of energy above the lowest of the compared OMol25 structures with the same formula, charge and spin does entry 3 give? 144.9 kcal per mole